Formula: C3H8ClN2
Source: the Open Molecules 2025 dataset
Level of theory: ωB97M-V/def2-TZVPD

Positions of all 14 atoms, in Å:
1 C -0.690 0.231 -1.502
2 C 1.014 -0.498 2.117
3 C -0.403 -0.413 1.666
4 N -0.382 0.747 -2.760
5 N 0.181 -0.052 -0.610
6 Cl -1.262 1.044 1.824
7 H -1.727 0.193 -1.439
8 H 1.265 -1.467 1.740
9 H 1.419 0.351 1.710
10 H 0.956 -0.375 3.135
11 H -1.025 -1.153 1.356
12 H -1.059 0.353 -3.390
13 H 0.550 0.860 -3.127
14 H 1.161 0.180 -0.721

Cartesian forces, eV/Å:
4.10 1.30 -2.23
-3.53 -1.78 -1.79
1.40 4.20 -1.15
-1.15 -0.87 1.30
-1.56 -0.32 2.14
0.34 -0.71 0.46
-1.75 -0.75 1.00
1.31 -0.35 0.19
1.82 1.76 -0.99
0.37 -0.14 2.78
-1.42 -2.51 -0.57
0.01 0.55 -0.83
0.13 -0.25 0.27
-0.07 -0.13 -0.58

Summary:
HOMO-LUMO gap (eV): 8.49
Total charge: +1
Calculated total energy (hartree): -688.47126
Highest occupied orbital energy (Ha): -0.5200

Formula: C3H8ClN2
Source: the Open Molecules 2025 dataset
Level of theory: ωB97M-V/def2-TZVPD

Positions of all 14 atoms, in Å:
1 C 1.567 -0.069 0.284
2 C -1.475 -1.089 -0.408
3 C -2.242 0.011 -0.336
4 N 1.612 0.635 -0.821
5 N 1.066 0.373 1.406
6 Cl -1.487 1.596 -0.460
7 H 2.199 -0.922 0.356
8 H 1.047 -0.102 2.291
9 H -0.376 -1.256 -0.444
10 H -2.034 -2.046 -0.569
11 H -3.341 0.012 -0.427
12 H 1.979 0.165 -1.620
13 H 1.003 1.449 -0.765
14 H 0.481 1.243 1.513

Cartesian forces, eV/Å:
1.26 1.18 0.86
-1.34 -0.96 -0.37
1.31 -0.92 -0.87
-0.90 -0.38 1.76
-1.73 1.79 0.71
-0.44 0.06 0.39
-0.01 -1.01 -0.11
0.52 -0.82 -0.16
-1.13 0.79 0.04
0.48 0.88 0.51
0.80 0.10 0.26
0.03 0.42 -0.85
0.26 0.00 -1.26
0.88 -1.12 -0.88

Summary:
HOMO-LUMO gap (eV): 9.75
Total charge: +1
Calculated total energy (hartree): -688.53496
Highest occupied orbital energy (Ha): -0.5021

Formula: C3H8ClN2O
Source: the Open Molecules 2025 dataset
Level of theory: ωB97M-V/def2-TZVPD

Positions of all 15 atoms, in Å:
1 N -1.022 1.133 0.428
2 C -0.217 0.384 -0.398
3 N 0.626 1.351 -1.287
4 O -0.594 -0.711 -1.129
5 C 0.396 -0.929 -0.139
6 C -0.002 -1.697 1.097
7 Cl 0.540 -0.778 2.544
8 H -0.901 0.946 1.417
9 H -1.998 1.179 0.168
10 H 1.049 0.848 -2.079
11 H 1.350 1.815 -0.725
12 H -0.009 2.075 -1.652
13 H 1.392 -1.129 -0.522
14 H 0.475 -2.676 1.124
15 H -1.085 -1.811 1.152

Cartesian forces, eV/Å:
-0.42 0.08 0.27
1.04 0.11 0.16
-0.24 -0.29 -0.12
-0.84 -0.17 -0.88
0.36 0.36 0.69
-0.04 0.08 0.09
0.02 -0.20 -0.15
0.04 -0.01 -0.09
-0.01 0.00 -0.08
-0.04 0.19 0.24
-0.21 -0.12 -0.15
0.24 -0.17 0.10
0.03 0.01 -0.06
-0.06 0.10 0.02
0.12 0.02 -0.02

Summary:
HOMO-LUMO gap (eV): 11.28
Total charge: +1
Calculated total energy (hartree): -763.77335
SMILES: N[C@]1([NH3+])O[C@@H]1CCl
Highest occupied orbital energy (Ha): -0.5459

Formula: C3H8ClN4O
Source: the Open Molecules 2025 dataset
Level of theory: ωB97M-V/def2-TZVPD

Positions of all 17 atoms, in Å:
1 C -2.022 0.603 -0.674
2 C 2.588 -1.031 1.566
3 C 0.249 1.256 -0.782
4 N -2.330 1.851 -0.727
5 N 1.865 -1.037 0.552
6 N -0.651 0.363 -0.602
7 N -2.860 -0.379 -1.075
8 O 3.575 -1.846 1.857
9 Cl 0.293 2.840 -1.046
10 H 2.239 -0.289 2.311
11 H 1.231 0.826 -0.601
12 H -3.325 1.977 -0.990
13 H 2.161 -1.628 -0.161
14 H -0.233 -0.492 -0.243
15 H -3.697 -0.073 -1.553
16 H -2.973 -1.280 -0.518
17 H 3.892 -1.661 2.686

Cartesian forces, eV/Å:
-2.51 3.12 -1.57
-1.27 1.13 1.67
2.28 -1.08 0.88
-0.25 -0.88 0.01
-1.25 1.34 -0.59
0.17 -0.22 0.73
-0.16 -3.33 1.09
-0.79 -0.85 -3.36
-0.51 1.29 -0.57
0.83 -0.51 0.21
0.11 0.02 -0.12
0.72 -0.06 0.59
0.79 -1.78 -1.44
-0.03 -0.50 -0.04
0.07 -0.08 0.37
0.34 1.76 -1.20
1.48 0.63 3.34

Summary:
HOMO-LUMO gap (eV): 9.02
Total charge: +1
Calculated total energy (hartree): -873.26733
Highest occupied orbital energy (Ha): -0.5062